ORCA calculation (ωB97M-V/def2-TZVPD) on an isolated ion of composition C6H12N and charge +1 in a non-equilibrium geometry.

Each line ends with the natural charge from an NBO analysis.
Geometry (Å):
C -2.673124 -0.524740 0.078843  -0.608
C -1.578102 0.512015 0.334755  -0.479
C -0.438229 0.366273 -0.628931  0.293
C 0.408229 0.355468 -1.564329  -0.020
N 1.067985 0.122168 -0.247094  -0.235
C 1.775126 1.129462 0.468880  -0.405
C 1.610973 -1.202574 0.046188  -0.436
H -2.976391 -0.350398 -0.971675  0.222
H -3.582199 -0.461226 0.732480  0.257
H -2.276992 -1.576485 0.135736  0.226
H -0.963557 0.130313 1.226105  0.236
H -1.877447 1.592581 0.570562  0.287
H 0.633282 0.530758 -2.579104  0.274
H 2.789587 0.929220 0.579754  0.236
H 1.583655 1.961949 -0.096312  0.220
H 1.336340 1.141864 1.455669  0.220
H 0.790699 -1.966303 0.034786  0.233
H 2.351814 -1.503896 -0.704727  0.242
H 2.018359 -1.186450 1.128416  0.239

Force components x, y, z for each atom (eV/Å):
-0.7231 -0.4363 -0.9311
1.7761 -0.5997 2.0194
-0.4799 0.4883 1.7159
0.1725 0.2315 0.2736
-0.7102 -1.7336 -1.7457
-1.3754 -0.0601 0.9160
-0.7588 -1.7766 1.6372
-0.3420 -0.3851 0.5458
1.0762 0.2241 -0.4919
-0.2805 1.1067 0.0262
-1.3283 0.8822 -0.3776
0.3732 -1.5884 -0.7759
0.6583 -0.0516 -0.8013
1.7929 -0.4213 -0.2072
-0.0204 2.7907 -0.6003
-0.0923 0.5074 0.4176
0.6699 0.6566 -0.0863
0.0273 0.2704 0.4157
-0.4354 -0.1051 -1.9501

For the total energy, the calculation gives -7896.4665 eV. The energy above the lowest of the compared OMol25 structures with the same formula, charge and spin is 82.9 kcal per mole. The charge is +1. As for the SMILES: CCC1=C[N+]1(C)C. The strongest force on any atom is 2.85 eV/A.

ORCA calculation (ωB97M-V/def2-TZVPD) on C23H50NO22S6 as an isolated structure in a non-equilibrium geometry.

Each line ends with the Löwdin charge.
Geometry (Å):
N -0.044514 0.193288 0.291938  -0.514
O -0.723464 -0.460482 1.083778  -0.268
O -0.347494 0.321108 -0.910802  -0.256
O 0.960426 0.863638 0.585118  -0.086
C -2.054904 -2.906992 1.161588  -0.114
C -2.416644 -1.755692 0.201078  -0.271
O -3.782964 -1.724952 0.125198  -0.152
S -4.444504 -2.204892 1.600148  0.845
O -5.787224 -2.866332 1.479908  -0.274
O -4.070024 -1.140342 2.576778  -0.254
O -3.294684 -3.408332 1.698378  -0.198
H -1.451704 -2.439272 1.939708  0.134
H -1.596604 -3.788042 0.712368  0.148
H -1.931304 -1.950382 -0.755292  0.109
H -2.132934 -0.779362 0.594018  -0.005
O 0.180306 1.926088 -2.799892  -0.337
S -0.415604 0.920318 -3.671462  0.798
O -1.533994 1.329268 -4.473802  -0.292
O 0.902436 0.476398 -4.571872  -0.237
C 2.064186 -0.129592 -3.940942  -0.412
C 1.892866 -1.624622 -3.919892  -0.047
C -0.867894 -0.566202 -2.492162  -0.118
H 2.176456 0.499578 -3.057962  -0.008
H 2.988306 0.126778 -4.458992  0.151
H 1.711526 -2.163552 -4.849822  0.102
H 1.108636 -1.884632 -3.208922  0.026
H 2.799426 -2.088642 -3.531362  0.093
H -0.991644 -1.457062 -3.107922  0.103
H -1.751424 -0.257012 -1.933702  0.012
H 0.006106 -0.477332 -1.846922  0.003
O -0.898874 2.547088 -1.276282  -0.226
S -2.325244 2.328468 -1.116942  0.878
O -3.212094 2.951818 -0.165952  -0.244
O -3.030264 2.550608 -2.621212  -0.237
C -4.430444 2.421568 -2.635642  -0.284
C -4.819324 2.971848 -4.020622  -0.062
C -2.652694 0.555888 -0.883782  -0.160
H -4.876494 3.005218 -1.830352  0.109
H -4.875344 1.428368 -2.574712  0.113
H -4.089604 2.794958 -4.810772  0.077
H -5.151764 4.009348 -3.986292  0.069
H -5.648614 2.437308 -4.483932  0.064
H -3.354734 0.168338 -1.622062  0.114
H -2.932284 0.323048 0.143698  -0.137
H -1.698764 0.036348 -0.974252  -0.010
O -2.343604 0.439058 0.956368  -0.263
S -1.506524 1.590698 1.197178  0.933
O -0.798664 2.192308 0.065428  -0.364
O -2.405474 2.750198 1.958228  -0.251
C -1.929764 4.060708 2.073008  -0.292
C -1.884184 4.430658 3.552658  -0.051
C -0.273134 1.064278 2.545358  -0.108
H -2.603544 4.650508 1.451518  0.119
H -0.960184 4.203708 1.595948  0.127
H -2.900554 4.432418 3.946438  0.080
H -1.451314 5.430158 3.510988  0.076
H -1.227014 3.775858 4.124908  0.071
H 0.327766 0.231368 2.180318  0.004
H -0.843774 0.724578 3.409698  0.097
H 0.427716 1.897018 2.604148  0.093
O 4.750656 -0.147982 5.086098  -0.327
S 3.701966 0.464628 4.240828  0.706
O 4.094896 1.432138 3.216328  -0.293
O 2.820006 -0.811862 3.614978  -0.252
C 1.817846 -0.533592 2.649738  -0.238
C 1.151376 -1.859042 2.274528  -0.024
C 2.395566 1.256858 5.362468  -0.074
H 2.173536 -0.104162 1.713158  0.106
H 1.194066 0.165578 3.206658  0.062
H 1.948146 -2.418822 1.784738  0.129
H 0.351216 -1.844652 1.534498  0.083
H 0.887386 -2.449022 3.152218  0.171
H 1.781406 1.803048 4.646518  0.041
H 2.936846 1.815418 6.126098  0.064
H 1.840106 0.407158 5.759418  0.065
O 1.309646 1.216598 -1.667812  -0.294
S 2.323076 0.176958 -1.522782  0.939
O 3.121276 -0.330232 -2.641382  -0.329
O 3.368616 0.674408 -0.293192  -0.246
C 4.351506 -0.234722 0.198858  -0.272
C 5.708726 0.441048 -0.075002  -0.057
C 1.447326 -1.218502 -0.597912  -0.158
H 4.408356 -1.202132 -0.300122  0.111
H 4.096186 -0.452722 1.235868  0.093
H 6.323836 0.249718 0.804278  0.068
H 5.534356 1.516038 -0.120602  0.078
H 6.291736 0.200268 -0.963942  0.071
H 0.548896 -1.363422 -1.197852  0.041
H 1.254536 -1.063122 0.463588  0.101
H 2.234526 -1.953222 -0.767032  0.100
C 1.794086 -3.828152 -1.527482  -0.113
C 0.686586 -3.366992 -2.134192  -0.091
C -0.214164 -2.583772 -1.462512  -0.165
C 0.018636 -2.299332 -0.142432  -0.191
C 1.133156 -2.840892 0.507888  -0.200
C 1.988336 -3.710262 -0.187622  -0.056
H 2.661456 -4.150362 -2.084482  0.116
H 0.523936 -3.397792 -3.201432  0.118
H -1.119014 -2.107242 -1.809732  0.079
H -0.639974 -1.695782 0.464498  0.040
H 1.358726 -2.681802 1.552018  -0.138
H 2.858286 -4.156792 0.270848  0.119

Force components x, y, z for each atom (eV/Å):
2.2596 4.3804 -1.2258
5.8788 -2.5005 0.8262
-0.7035 0.9427 8.4398
1.3667 -0.4822 1.8869
-0.8816 -0.1778 0.4108
-0.0720 -2.1947 -0.1504
-5.0477 -0.9309 0.8024
1.2868 -0.5558 -0.2951
4.1690 2.5800 0.3589
-1.7993 -2.8147 -2.1694
-1.6642 1.1190 0.6688
-0.0884 -0.7126 0.4950
0.0871 0.2965 0.0732
-2.0370 -0.0552 0.5006
-0.4366 -4.2177 -0.7448
-4.7162 0.5934 -9.3449
2.6932 1.2183 1.3571
0.2549 -1.0995 -1.0715
-4.2810 -0.0704 -3.1633
-3.5474 2.5301 -4.5729
-0.3272 -0.6693 0.2016
0.7440 -0.1840 -9.5297
-4.5802 2.4621 -7.0736
-0.8170 0.5461 -1.2633
-0.5261 0.6121 -0.4555
0.5477 0.6449 -0.7407
-0.1303 -0.1475 -0.1334
-0.1351 0.9957 -1.3048
-0.0491 -1.3492 -3.5516
0.3663 -1.5744 -3.3578
-4.2705 9.2742 -16.6420
-6.0496 -2.6003 -5.2961
0.3149 1.5056 -1.3599
1.7732 -0.0651 2.2132
-1.3498 0.8806 -1.4487
-0.9123 -0.1442 -0.4557
-4.1945 1.5764 -9.8916
0.0130 0.0971 -0.0778
0.8660 -0.4956 0.2985
0.6834 0.3610 0.5504
0.4503 0.1194 -0.0579
-0.5189 -0.2234 0.5544
-0.1834 0.8507 -0.8791
-5.6172 0.7359 -5.2884
-2.2681 1.5572 2.4434
-0.7193 8.0649 16.0830
0.8518 1.6996 10.9291
1.8593 -1.6486 15.7148
0.5394 -3.2702 0.4081
0.4352 0.3523 -0.0777
0.0077 0.4706 -1.1902
-1.4713 0.8122 1.9481
-0.1998 0.3663 0.4147
0.2960 -0.3029 0.1016
0.1895 0.0886 0.2280
-0.1612 0.2365 0.6767
-0.1106 -0.0521 -0.1058
-2.2355 2.5831 1.1891
0.1390 0.4290 0.6198
-0.3548 0.4607 0.7257
-2.2810 0.9766 -1.7537
0.6009 -0.4260 0.9098
-0.8394 -1.5999 1.2277
3.1133 0.4032 1.1637
0.4251 0.3205 1.7691
0.6624 7.7303 10.6279
1.1311 -1.3635 -1.5677
0.4700 0.3882 0.7480
0.8425 -0.6270 -0.1494
8.5529 5.1120 6.2862
0.1597 1.8095 3.3387
-0.4077 0.0647 0.2614
0.0352 0.3625 0.4549
-0.2018 0.0936 -0.2888
0.0807 0.1671 0.1777
10.8274 -2.2348 2.7877
0.4323 0.7485 8.2312
10.6543 -3.5688 10.9366
-0.4789 -0.4088 -1.3102
0.9397 0.2490 -1.3031
0.0633 0.3667 1.4998
7.5042 4.4857 -2.2225
-0.6607 -0.1435 -0.3952
0.5474 0.3854 0.1491
0.3998 0.1030 -0.0576
0.0128 0.0096 0.1805
-0.5533 -0.5605 -0.1237
3.3038 1.8126 0.3528
2.0645 1.8250 -1.8289
-0.8068 1.0261 -0.5694
2.7681 -1.5509 -0.4273
-2.6972 0.4767 -1.6853
-3.4822 -5.7747 0.8058
-0.6572 -6.9537 0.6496
-1.9524 -12.3011 -8.5020
-1.2982 -0.1840 0.7380
-0.2632 -0.7376 -0.5720
0.0880 -1.0097 0.0880
0.6454 -2.2778 -0.3956
0.7750 -1.1298 -1.3007
-6.2832 -8.9261 -7.4223
0.1479 -0.0427 0.2903

For the total energy, the calculation gives -136130.2431 eV. The charge is -1. The strongest force on any atom is 19.52 eV/A.

- Look up the charge of the first one.
  +1

Repeat the first record exactly.
ORCA calculation (ωB97M-V/def2-TZVPD) on an isolated ion of composition C6H12N and charge +1 in a non-equilibrium geometry.

Each line ends with the natural charge from an NBO analysis.
Geometry (Å):
C -2.673124 -0.524740 0.078843  -0.608
C -1.578102 0.512015 0.334755  -0.479
C -0.438229 0.366273 -0.628931  0.293
C 0.408229 0.355468 -1.564329  -0.020
N 1.067985 0.122168 -0.247094  -0.235
C 1.775126 1.129462 0.468880  -0.405
C 1.610973 -1.202574 0.046188  -0.436
H -2.976391 -0.350398 -0.971675  0.222
H -3.582199 -0.461226 0.732480  0.257
H -2.276992 -1.576485 0.135736  0.226
H -0.963557 0.130313 1.226105  0.236
H -1.877447 1.592581 0.570562  0.287
H 0.633282 0.530758 -2.579104  0.274
H 2.789587 0.929220 0.579754  0.236
H 1.583655 1.961949 -0.096312  0.220
H 1.336340 1.141864 1.455669  0.220
H 0.790699 -1.966303 0.034786  0.233
H 2.351814 -1.503896 -0.704727  0.242
H 2.018359 -1.186450 1.128416  0.239

Force components x, y, z for each atom (eV/Å):
-0.7231 -0.4363 -0.9311
1.7761 -0.5997 2.0194
-0.4799 0.4883 1.7159
0.1725 0.2315 0.2736
-0.7102 -1.7336 -1.7457
-1.3754 -0.0601 0.9160
-0.7588 -1.7766 1.6372
-0.3420 -0.3851 0.5458
1.0762 0.2241 -0.4919
-0.2805 1.1067 0.0262
-1.3283 0.8822 -0.3776
0.3732 -1.5884 -0.7759
0.6583 -0.0516 -0.8013
1.7929 -0.4213 -0.2072
-0.0204 2.7907 -0.6003
-0.0923 0.5074 0.4176
0.6699 0.6566 -0.0863
0.0273 0.2704 0.4157
-0.4354 -0.1051 -1.9501

For the total energy, the calculation gives -7896.4665 eV. The energy above the lowest of the compared OMol25 structures with the same formula, charge and spin is 82.9 kcal per mole. The charge is +1. As for the SMILES: CCC1=C[N+]1(C)C. The strongest force on any atom is 2.85 eV/A.